(1)
Entry from the OMol25 dataset: C17H19BCuN6O2 as an isolated structure at a distorted geometry (ωB97M-V/def2-TZVPD).

The HOMO energy (alpha / beta) is -8.5 / -8.5 eV. As for the spin multiplicity: 2. The LUMO energy (alpha / beta) comes out at 0.3 / 0.1 eV. The value obtained for the orbital gap (alpha / beta) is 8.85 / 8.61 eV. The value obtained for the energy relative to the best compared isomer or geometry (same formula, charge and spin) is 0.00 kcal per mole.

Each line ends with the Mulliken spin population.
Geometry (Å):
H: -0.065 -0.372 3.223  0.002
N: -0.009 -1.676 1.557  0.084
B: 0.462 -3.623 -0.013  0.002
N: 0.283 -3.017 1.406  0.002
C: 0.492 -3.561 2.622  -0.003
Cu: -0.635 -0.442 0.212  0.682
H: 0.687 -4.623 2.712  0.000
C: 0.366 -2.557 3.575  0.003
H: 0.472 -2.649 4.642  0.001
C: 0.070 -1.384 2.872  0.001
H: 0.630 -4.805 0.009  0.000
C: 2.026 2.916 -2.696  0.000
H: 1.449 3.613 -3.322  0.000
H: 1.358 2.141 -2.288  0.000
H: 2.827 2.459 -3.298  0.000
N: 1.691 -2.864 -0.629  0.000
N: -0.772 -3.197 -0.853  0.003
N: 1.646 -1.486 -0.718  -0.001
N: -1.194 -1.878 -0.892  0.081
C: 2.879 -3.309 -1.092  0.000
C: -1.531 -3.925 -1.696  -0.002
H: 3.081 -4.366 -1.109  0.000
H: -1.381 -4.994 -1.755  0.000
C: 3.633 -2.199 -1.478  0.000
C: -2.437 -3.071 -2.322  0.003
C: 2.807 -1.077 -1.212  0.002
C: -2.187 -1.793 -1.803  -0.004
H: 4.620 -2.183 -1.885  0.000
H: -3.182 -3.330 -3.049  0.001
H: 3.011 -0.022 -1.347  0.000
H: -2.632 -0.841 -2.035  0.002
H: 2.462 3.458 -1.886  0.000
O: -1.336 1.198 -0.608  0.068
C: -0.804 1.790 0.405  -0.004
O: 0.050 1.142 1.117  0.084
C: -1.220 3.142 0.778  -0.023
C: -0.847 3.628 2.032  0.005
C: -1.261 4.895 2.429  0.001
C: -2.044 5.670 1.562  0.000
C: -2.443 5.160 0.317  0.001
C: -2.044 3.883 -0.074  0.004
H: -0.230 3.004 2.680  0.002
H: -0.968 5.269 3.411  0.000
H: -2.356 6.666 1.874  0.000
H: -3.065 5.759 -0.347  0.000
H: -2.357 3.452 -1.027  0.004

***

(2)
Entry from the OMol25 dataset: an isolated ion of composition C5H8N and charge +1 at a distorted geometry (ωB97M-V/def2-TZVPD).

The HOMO energy is -14.2 eV. The LUMO energy comes out at -6.5 eV. The value obtained for the orbital gap is 7.73 eV. As for the charge: +1. The value obtained for the energy relative to the best compared isomer or geometry (same formula, charge and spin) is 135.80 kcal per mole.

Each line ends with the Mulliken charge.
Geometry (Å):
C: 0.223 -0.286 -0.582  -0.502
C: -0.754 -1.111 -0.627  0.587
C: 1.559 1.835 0.328  -0.495
C: 0.789 0.637 0.712  0.058
C: -1.725 -2.102 -0.594  -0.969
N: 0.372 1.871 1.239  -0.422
H: 0.824 0.183 -1.290  0.460
H: 2.475 1.716 0.802  0.271
H: 1.638 2.310 -0.671  0.361
H: 1.035 -0.135 1.454  0.366
H: -2.587 -1.739 0.018  0.330
H: -1.364 -3.185 -0.196  0.335
H: -1.987 -2.309 -1.579  0.348
H: -0.497 2.315 0.985  0.274

***

(3)
Entry from the OMol25 dataset: a 3-piece molecular cluster, C13H18F6NO6P2S overall (ωB97M-V/def2-TZVPD).

The HOMO energy is -13.4 eV. The LUMO energy comes out at -3.8 eV. The value obtained for the orbital gap is 9.61 eV. As for the charge: +1.

Each line ends with the Mulliken charge.
Geometry (Å):
O: 3.167 0.764 0.013  -0.466
P: 3.125 1.753 1.246  0.614
O: 2.468 3.043 0.605  -0.481
S: 4.646 1.924 2.360  -0.218
P: 1.515 0.835 2.476  0.143
C: -0.154 1.050 1.854  0.627
C: -0.707 2.300 1.644  -0.291
C: -2.001 2.345 1.139  -0.472
C: -2.651 1.157 0.876  -0.315
C: -2.001 -0.046 1.129  -0.454
N: -0.767 -0.111 1.613  -0.379
H: 3.999 0.258 0.029  0.373
H: 2.504 3.799 1.214  0.396
H: 1.732 -0.541 2.473  0.095
H: 1.608 1.347 3.770  0.226
H: -0.162 3.210 1.866  0.240
H: -2.481 3.297 0.942  0.453
H: -3.655 1.169 0.469  0.525
H: -2.502 -0.991 0.933  0.392
C: -3.799 2.711 -5.802  -1.088
C: -3.913 1.652 -4.731  -0.238
O: -3.989 2.247 -3.408  -0.293
C: -5.183 2.687 -3.046  0.287
O: -6.202 2.647 -3.662  -0.491
C: -5.109 3.261 -1.612  0.956
F: -4.030 4.036 -1.437  -0.263
F: -5.012 2.246 -0.722  -0.272
F: -6.188 3.962 -1.323  -0.237
H: -2.944 3.359 -5.611  0.306
H: -3.666 2.236 -6.774  0.373
H: -4.695 3.329 -5.841  0.321
H: -3.026 1.024 -4.697  0.298
H: -4.782 1.014 -4.882  0.335
C: 2.938 -3.133 0.700  -0.993
C: 2.743 -3.725 2.079  -0.301
O: 3.431 -4.978 2.209  -0.308
C: 4.733 -4.883 2.465  0.328
O: 5.362 -3.875 2.590  -0.514
C: 5.344 -6.295 2.628  0.887
F: 4.917 -7.114 1.666  -0.240
F: 4.977 -6.799 3.811  -0.247
F: 6.666 -6.227 2.581  -0.227
H: 2.616 -3.833 -0.070  0.332
H: 2.354 -2.215 0.590  0.318
H: 3.987 -2.898 0.521  0.287
H: 1.695 -3.954 2.265  0.348
H: 3.090 -3.047 2.861  0.330

***

| no. | calculated total energy (a.u.) |
| --- | --- |
| 1 | -2803.65570 |
| 2 | -249.60874 |
| 3 | -2692.29853 |